Entry 1:
88
Properties=species:S:1:pos:R:3:forces:R:3:lowdin_charge:R:1 method="wB97M-V/def2-TZVPD" largest_force_ev_per_a=5.07 smiles="CCCCCCC1=C(S)C(=O)OC1=O.COC(=O)OC.COC(=O)OC.COC(=O)OC.COC(=O)OC.COC(=O)OC" energy_ha=-2731.513065 spin_multiplicity=1
C -0.4976 -0.0823 2.4012 -0.7 0.0 -1.0 -0.11
C -0.5925 0.2257 0.8927 1.1 0.4 0.2 -0.26
C 0.6510 -0.2740 0.0913 -1.5 0.1 -0.2 -0.21
C 0.7426 0.5693 -1.1906 1.1 -0.6 0.1 -0.22
C 1.8992 0.1637 -2.1337 -0.6 0.3 0.2 -0.17
C 1.6836 0.7273 -3.5664 0.7 -0.2 -0.2 -0.13
C 1.2598 2.1667 -3.6488 0.0 0.6 0.0 -0.11
C 1.9103 3.2088 -4.1675 0.6 0.5 -1.3 -0.45
S 3.5203 3.2478 -4.9359 -0.1 -0.1 0.0 0.81
C 1.0505 4.4707 -4.0325 1.6 -4.3 2.1 -0.46
O 1.0128 5.4293 -4.6537 -0.1 3.5 -1.7 0.23
O 0.2314 4.1393 -2.9535 -1.8 0.9 -0.6 0.12
C -0.0607 2.8163 -3.2177 4.7 -0.2 0.5 -0.43
O -1.0771 2.2976 -3.1210 -4.0 -1.3 0.6 0.21
H -0.5355 -1.1724 2.5140 0.3 0.2 0.4 0.06
H -1.3668 0.3611 2.9032 0.2 -0.2 0.1 0.07
H 0.4136 0.3723 2.7998 -0.1 -0.4 0.1 0.07
H -0.5894 1.3197 0.7635 -0.3 -0.2 0.1 0.10
H -1.5080 -0.1694 0.4372 0.1 0.1 0.1 0.11
H 0.4368 -1.3165 -0.1879 0.5 0.1 0.1 0.11
H 1.5456 -0.2197 0.7216 0.0 0.0 -0.3 0.11
H 0.9168 1.6116 -0.8833 -0.4 -0.1 -0.2 0.12
H -0.1903 0.4650 -1.7581 0.0 0.2 0.3 0.11
H 1.9707 -0.9318 -2.1687 -0.1 0.2 -0.2 0.11
H 2.8570 0.5108 -1.7239 -0.2 0.1 -0.1 0.12
H 2.6507 0.6654 -4.0854 -0.3 0.1 0.0 0.09
H 1.0088 0.0918 -4.1549 -0.2 0.2 0.3 0.13
H 3.2006 3.3816 -6.2499 -0.3 0.0 0.5 -0.11
C 2.3955 -6.0111 1.9594 0.3 -0.2 0.1 -0.03
O 1.5538 -4.8715 1.7631 -0.1 0.0 0.0 0.01
C 0.2509 -5.1292 1.8777 0.1 0.1 0.0 -0.61
O -0.2365 -6.2040 2.1201 0.0 0.1 -0.1 0.11
O -0.4181 -3.9915 1.6793 0.0 0.0 0.0 -0.01
C -1.8389 -4.1207 1.7738 -0.3 0.1 0.0 -0.04
H 3.4227 -5.6755 1.8414 -0.1 0.2 0.0 0.09
H 2.2698 -6.4145 2.9644 -0.1 -0.1 -0.1 0.09
H 2.1873 -6.7756 1.2115 -0.1 0.0 0.1 0.10
H -2.1303 -4.4528 2.7693 0.0 -0.1 -0.1 0.10
H -2.2145 -4.8076 1.0166 0.0 -0.1 0.1 0.10
H -2.2686 -3.1374 1.5971 0.2 0.1 0.0 0.09
C -7.1564 5.2524 -4.6621 -0.1 0.3 -0.1 -0.04
O -6.8144 3.9842 -4.1061 0.1 -0.1 0.0 0.01
C -5.5377 3.6363 -4.2822 0.1 -0.1 0.2 -0.61
O -4.6949 4.2823 -4.8513 -0.2 0.0 -0.1 0.11
O -5.3427 2.4451 -3.7169 0.0 0.0 -0.1 0.01
C -3.9953 1.9629 -3.8209 0.0 -0.1 0.0 -0.04
H -8.2106 5.4202 -4.4552 0.0 -0.2 0.1 0.09
H -6.5753 6.0460 -4.1936 0.1 -0.1 -0.1 0.10
H -7.0051 5.2536 -5.7412 0.1 0.0 0.0 0.10
H -3.3061 2.6295 -3.3165 -0.1 0.1 -0.1 0.06
H -3.7153 1.8394 -4.8668 0.0 0.1 0.0 0.10
H -3.9616 0.9919 -3.3328 -0.2 0.0 0.0 0.10
C -2.5086 5.8653 -3.1316 0.0 -0.1 -0.4 -0.03
O -2.5991 6.8475 -2.0935 0.0 0.0 0.2 0.02
C -3.6767 6.7241 -1.3225 0.1 0.0 -0.1 -0.61
O -4.5378 5.8876 -1.4329 0.0 0.1 0.0 0.12
O -3.6417 7.6926 -0.3996 0.0 0.0 0.0 0.00
C -4.7464 7.6809 0.5029 -0.2 0.1 0.2 -0.05
H -1.5995 6.0628 -3.6935 0.1 0.2 0.2 0.09
H -2.4455 4.8636 -2.7102 -0.1 0.0 0.0 0.08
H -3.3556 5.9434 -3.8088 -0.1 -0.1 0.1 0.08
H -4.7737 6.7490 1.0665 -0.1 0.0 -0.1 0.10
H -5.6833 7.8296 -0.0328 0.0 -0.1 0.0 0.10
H -4.6038 8.5064 1.1961 0.2 0.0 -0.1 0.09
C 6.8541 2.2053 -0.0689 0.2 0.3 -0.3 -0.04
O 5.8415 1.4164 0.5473 -0.1 -0.1 0.1 0.00
C 6.2881 0.5375 1.4487 -0.1 0.0 0.0 -0.62
O 7.4366 0.3736 1.7677 -0.1 0.0 0.0 0.13
O 5.2350 -0.1269 1.9325 0.0 0.1 -0.1 0.00
C 5.5609 -1.1100 2.9159 0.0 -0.2 0.2 -0.04
H 6.3466 2.8633 -0.7705 -0.1 -0.1 0.1 0.09
H 7.3819 2.8149 0.6635 0.0 -0.1 0.0 0.10
H 7.5557 1.5792 -0.6190 0.0 0.0 0.1 0.10
H 6.0290 -0.6462 3.7831 0.1 0.0 -0.1 0.10
H 6.2122 -1.8746 2.4943 0.1 0.1 0.0 0.10
H 4.6284 -1.5749 3.2264 -0.1 0.1 -0.1 0.09
C 0.1250 -9.0224 3.8706 -0.1 0.1 -0.4 -0.03
O -0.0160 -9.3174 5.2632 0.1 0.0 0.1 0.01
C 0.7965 -8.6150 6.0516 -0.1 -0.1 0.0 -0.62
O 1.5999 -7.7923 5.6891 -0.1 -0.1 0.1 0.11
O 0.5672 -8.9803 7.3163 0.0 0.0 -0.1 0.00
C 1.3745 -8.3024 8.2785 0.1 0.1 0.3 -0.04
H -0.5804 -9.6498 3.3313 0.0 -0.1 0.2 0.10
H -0.1131 -7.9804 3.6710 0.1 0.0 0.0 0.07
H 1.1332 -9.2570 3.5297 0.0 0.1 0.1 0.10
H 1.1860 -7.2298 8.2522 0.1 0.0 -0.1 0.10
H 2.4306 -8.5081 8.1086 0.0 0.1 -0.1 0.10
H 1.0958 -8.6839 9.2576 -0.1 -0.1 -0.1 0.09

Entry 2:
18
Properties=species:S:1:pos:R:3:forces:R:3:nbo_charge:R:1 method="wB97M-V/def2-TZVPD" largest_force_ev_per_a=2.15 smiles="N/N=C/c1cc(Cl)ccc1O" spin_multiplicity=1 relative_energy_kcal_mol=37.6
C 0.5842 -0.4400 1.3112 1.0 0.4 1.2 -0.01
C 0.1778 0.0096 -0.0507 -1.1 -0.4 -0.4 -0.15
C -0.3525 1.3068 -0.2741 0.8 0.7 -1.4 -0.18
C -0.9437 1.5496 -1.5519 0.1 0.1 2.0 -0.06
C -1.1616 0.5400 -2.4680 0.2 0.1 -0.1 -0.22
C -0.6834 -0.7363 -2.2698 0.8 -1.3 1.0 -0.26
C 0.0215 -1.0049 -1.0825 -0.2 1.1 0.9 0.33
H 0.8769 -0.8415 3.8024 0.5 0.8 -0.1 0.35
H 1.2988 0.8281 4.0940 0.1 -1.6 -0.8 0.38
H 0.4907 -1.5647 1.5064 0.1 1.5 0.2 0.14
H -0.1530 2.2302 0.3795 -0.5 -2.0 -0.7 0.25
H -1.6783 0.7354 -3.3734 -0.5 0.4 -0.6 0.23
H -0.8526 -1.6052 -2.9503 0.1 1.1 0.4 0.24
H 1.0763 -2.2823 -0.0711 -0.9 0.0 -1.4 0.49
N 1.4087 -0.0133 3.4701 -1.0 0.7 0.1 -0.63
N 1.0100 0.4092 2.2055 -0.5 -1.4 -1.2 -0.21
O 0.5017 -2.2733 -0.8868 0.7 0.3 1.1 -0.67
Cl -1.6215 3.1527 -1.7904 0.2 -0.3 -0.3 -0.01

Entry 3:
67
Properties=species:S:1:pos:R:3:forces:R:3:nbo_charge:R:1 method="wB97M-V/def2-TZVPD" largest_force_ev_per_a=3.23 s2=0.7569 spin_multiplicity=2 relative_energy_kcal_mol=20.7
Ti 0.3225 1.6048 0.2629 -0.2 0.2 -1.7 1.44
C -1.9885 1.0427 2.5429 0.1 0.0 0.1 -0.66
C -0.6301 1.4124 3.0677 0.2 -0.1 -0.7 0.28
C -0.4715 1.6780 4.4288 0.1 0.1 0.5 -0.27
C 0.7475 2.0517 4.9235 -0.2 -0.1 -0.2 -0.10
C 1.8570 2.1106 4.0598 0.0 0.0 -0.3 -0.01
C 3.1457 2.4316 4.5228 0.2 0.1 0.1 -0.25
C 4.2105 2.3954 3.6607 -0.1 0.0 0.2 -0.17
C 4.0282 2.0274 2.3255 -0.4 0.0 -0.1 -0.22
C 2.7751 1.7132 1.8218 0.4 -0.1 -0.3 -0.13
S 2.6124 1.1571 0.1657 0.7 -0.2 0.3 -0.20
C 1.6520 1.7898 2.6900 0.2 -0.1 0.6 0.12
N 0.3905 1.4886 2.2065 0.1 -0.1 3.2 -0.54
H -2.4121 0.2494 3.1596 0.0 0.0 0.0 0.24
H -1.9299 0.6906 1.5180 -0.1 0.0 0.0 0.25
H -2.6601 1.9022 2.6073 0.0 0.0 0.0 0.23
H -1.3308 1.5930 5.0808 0.0 0.0 0.0 0.22
H 0.8782 2.2787 5.9742 0.0 0.0 0.0 0.22
H 3.2758 2.6948 5.5651 0.0 0.0 0.0 0.21
H 5.2041 2.6276 4.0220 0.0 0.0 0.0 0.22
H 4.8720 1.9624 1.6523 0.0 0.0 0.0 0.23
N -1.8540 2.4910 -0.4273 0.1 0.4 0.3 -0.83
C -1.7534 3.9432 -0.2387 0.3 0.0 -0.2 -0.34
C -0.2717 4.3514 -0.3644 -0.7 0.5 -0.1 0.79
O 0.0351 5.4587 -0.7276 0.1 -0.1 0.1 -0.58
O 0.5407 3.3883 -0.0211 0.3 2.5 -0.5 -0.77
H -1.8215 2.2649 -1.4136 0.0 -0.1 -0.1 0.38
H -2.7311 2.1226 -0.0852 0.0 -0.1 0.0 0.39
H -2.0678 4.1956 0.7756 0.0 0.0 0.0 0.21
H -2.3434 4.5332 -0.9394 0.0 0.0 0.0 0.21
C 1.4436 -2.3612 0.8242 -0.1 0.0 -0.1 -0.61
C 0.0071 -2.5928 0.3408 -0.2 0.0 -0.2 -0.50
C -0.9448 -2.3179 1.5126 0.0 0.0 -0.2 -0.60
C -0.1409 -4.0525 -0.1000 -0.1 0.1 -0.1 -0.60
Si -0.3614 -1.3379 -1.0606 0.2 -0.4 -0.2 2.01
O -0.4079 0.1413 -0.3685 -1.0 -2.3 -1.1 -1.20
C 0.9786 -1.3441 -2.3978 -0.1 0.2 0.3 -0.53
C 1.4194 -2.5067 -3.0318 -0.1 -0.1 0.0 -0.19
C 2.4095 -2.4659 -4.0019 0.0 0.0 0.0 -0.20
C 2.9711 -1.2518 -4.3692 0.0 0.0 0.0 -0.21
C 2.5266 -0.0802 -3.7757 0.0 0.0 -0.1 -0.23
C 1.5411 -0.1314 -2.8020 0.0 -0.1 0.0 -0.11
C -1.9893 -1.4755 -2.0215 0.1 -0.2 0.3 -0.53
C -2.3355 -0.3500 -2.7753 0.0 -0.1 0.0 -0.19
C -3.4794 -0.3214 -3.5550 0.0 0.1 0.0 -0.21
C -4.3095 -1.4341 -3.6030 0.0 0.0 0.0 -0.21
C -3.9780 -2.5663 -2.8759 -0.1 0.0 0.0 -0.23
C -2.8291 -2.5850 -2.0954 0.0 0.0 0.1 -0.13
H 1.6537 -3.0035 1.6863 0.0 0.0 0.0 0.20
H 1.5886 -1.3272 1.1293 0.1 0.1 0.0 0.22
H 2.1744 -2.5827 0.0438 0.0 0.0 0.0 0.22
H -0.7809 -3.0482 2.3113 0.0 0.0 0.0 0.20
H -1.9950 -2.3722 1.2094 0.0 0.0 0.1 0.21
H -0.7481 -1.3260 1.9181 -0.1 0.0 0.1 0.20
H 0.1039 -4.7229 0.7299 0.0 0.0 0.0 0.20
H 0.5344 -4.2884 -0.9245 0.0 -0.1 0.1 0.21
H -1.1624 -4.2752 -0.4178 0.1 -0.1 0.1 0.20
H 0.9786 -3.4628 -2.7710 0.1 0.0 0.0 0.20
H 2.7475 -3.3813 -4.4717 0.0 0.0 0.0 0.21
H 3.7502 -1.2176 -5.1202 0.0 0.0 0.0 0.21
H 2.9542 0.8708 -4.0680 0.0 0.0 0.0 0.22
H 1.2025 0.7904 -2.3445 0.1 0.1 0.0 0.18
H -1.6677 0.5052 -2.7687 0.0 0.1 0.0 0.20
H -3.7241 0.5626 -4.1317 0.0 0.0 0.0 0.21
H -5.2027 -1.4188 -4.2141 0.0 0.0 0.0 0.21
H -4.6201 -3.4375 -2.9196 0.0 0.0 0.0 0.21
H -2.5894 -3.4824 -1.5366 -0.1 0.1 -0.1 0.19

Entry 4:
125
Properties=species:S:1:pos:R:3:forces:R:3:lowdin_charge:R:1 method="wB97M-V/def2-TZVPD" largest_force_ev_per_a=4.09 charge=-1 spin_multiplicity=1 relative_energy_kcal_mol=45.5
Cd 0.1462 -1.0863 -0.3355 -0.7 1.6 -0.3 1.42
C 1.9781 0.6455 -5.2435 -0.3 1.4 -0.1 -0.03
C 1.0834 -0.2549 -4.4605 0.3 -0.2 0.6 -0.28
C -0.2150 -0.5015 -4.7737 -2.7 0.1 -1.6 -0.03
C -0.7696 -1.3792 -3.8415 3.7 -0.1 1.5 -0.27
N 0.2101 -1.6274 -2.8865 0.1 0.3 -1.1 0.06
N 1.3981 -0.9413 -3.3064 -2.7 0.7 -0.4 0.03
B 2.7998 -1.1579 -2.6247 -0.8 -2.4 -0.2 -0.53
N 3.6421 -0.0255 -2.1340 0.5 4.0 -0.6 0.06
N 3.3020 1.3721 -2.5087 2.0 -1.7 2.3 0.15
C 4.4034 2.0759 -2.1514 0.0 -2.1 -1.4 -0.26
C 5.4822 1.2029 -1.8216 -0.3 1.2 0.8 -0.01
C 4.9625 -0.0437 -1.7480 -0.8 -1.0 -1.3 -0.30
C 5.7360 -1.3104 -1.5586 -1.4 -0.9 1.1 -0.02
C 4.5289 3.5495 -2.3523 -1.1 1.4 0.6 -0.53
C 5.0418 4.2933 -1.0554 -0.4 -0.5 -0.3 -0.05
C 3.0798 4.0417 -2.5700 0.2 1.2 0.4 -0.07
C 5.5104 3.8848 -3.4833 -0.2 -0.9 0.0 -0.05
N 2.6423 -2.2754 -1.4265 -0.6 1.0 1.7 0.02
N 2.2502 -1.7775 -0.1167 0.9 -2.9 -1.1 0.04
C 2.4811 -2.8411 0.7277 0.6 2.0 -2.5 -0.31
C 3.0464 -3.9133 0.0341 -0.6 0.7 1.0 0.00
C 3.1120 -3.5401 -1.2928 -1.0 1.2 0.3 -0.34
C 3.5806 -4.3694 -2.4038 0.4 -0.7 0.5 -0.02
C 2.4861 -2.7042 2.1882 -2.0 1.2 0.5 -0.53
C 1.7041 -3.8995 2.7693 -0.8 -1.1 1.5 -0.06
C 1.8304 -1.3014 2.6509 1.8 -1.4 -0.3 -0.03
C 3.9406 -2.8996 2.6236 -1.0 0.8 2.3 -0.04
C -2.1361 -1.9671 -3.9412 -0.5 -0.4 -0.3 -0.56
C -3.0676 -0.7946 -3.7628 -0.5 0.6 1.3 -0.06
C -2.4793 -2.9986 -2.8716 -0.2 1.0 2.0 -0.07
C -2.3068 -2.6240 -5.3503 0.5 -1.0 0.1 -0.05
H 2.6819 1.0244 -4.4854 0.2 0.2 -0.9 0.05
H 1.4151 1.5291 -5.7367 0.6 -1.3 1.3 0.11
H 2.4235 0.1832 -6.1245 0.4 -0.4 0.4 0.07
H -0.8649 -0.0862 -5.6150 1.5 -0.4 1.1 0.14
H 3.3477 -1.7747 -3.4842 0.8 -0.3 -0.3 0.11
H 6.5000 1.4920 -1.5837 -0.2 -0.1 0.1 0.11
H 6.5690 -1.1009 -0.8459 -0.7 -0.6 -0.5 0.09
H 6.1034 -1.7173 -2.4981 0.3 0.3 -0.2 0.08
H 4.9793 -2.1054 -1.2138 1.6 1.1 0.1 0.08
H 4.3112 4.1828 -0.2195 0.5 0.1 -0.6 0.09
H 5.1784 5.3713 -1.2998 -0.1 -0.7 0.2 0.08
H 6.0042 3.8753 -0.7280 -0.2 0.2 -0.1 0.07
H 2.4639 3.5709 -1.7893 0.0 0.3 -0.4 0.08
H 2.6439 3.8151 -3.5399 0.1 -0.3 -0.1 0.07
H 3.0466 5.1530 -2.4475 0.0 -0.7 -0.1 0.08
H 6.3810 3.2877 -3.3088 1.0 -0.2 0.3 0.06
H 5.8341 4.9184 -3.5407 -0.3 0.3 0.0 0.08
H 5.1959 3.4883 -4.4436 -0.5 0.3 -0.3 0.08
H 3.4601 -4.6913 0.6523 0.1 -0.7 -0.9 0.10
H 2.7735 -4.8089 -2.9933 0.1 0.2 0.0 0.09
H 4.1574 -5.1564 -1.9157 0.0 -0.3 -0.4 0.08
H 4.2535 -3.7883 -2.9895 0.4 0.3 -0.9 0.06
H 0.6116 -4.0603 2.5626 1.0 0.8 -0.4 0.09
H 1.7251 -3.8867 3.8863 0.2 0.2 -0.6 0.09
H 2.1784 -4.8714 2.5170 -0.1 0.5 -0.1 0.07
H 0.8339 -1.1123 2.2940 -0.7 -0.5 0.2 0.01
H 2.3820 -0.4414 2.2671 0.4 -0.2 0.0 0.08
H 1.9218 -1.2991 3.7346 -0.4 0.2 0.2 0.07
H 4.1138 -3.9493 2.4285 1.0 0.0 0.0 0.06
H 3.9304 -2.7251 3.7467 0.3 -0.4 -1.1 0.10
H 4.6428 -2.1792 2.2045 0.0 -0.3 -0.3 0.09
H -2.8624 -0.3112 -2.7635 -0.2 -0.2 -1.2 0.09
H -4.1060 -1.0898 -3.7750 -0.5 -0.4 0.1 0.08
H -2.9800 -0.0938 -4.5702 0.3 0.6 -0.2 0.07
H -2.2977 -2.5945 -1.8357 0.2 0.1 -1.1 0.06
H -1.8422 -3.8763 -2.8977 -0.3 -0.5 -0.4 0.07
H -3.5796 -3.1567 -2.7831 0.7 -0.5 -0.8 0.09
H -1.9839 -1.9879 -6.1982 -0.2 -0.3 0.6 0.07
H -3.3445 -2.9548 -5.5343 0.2 0.3 0.2 0.08
H -1.6916 -3.5739 -5.3616 -0.5 1.0 -0.2 0.09
O -2.6239 4.6534 -0.0940 0.1 0.7 -0.4 -0.06
H -1.7362 4.9889 -0.2859 0.0 -0.4 0.2 0.04
H -3.1555 5.1990 -0.6929 -0.1 -0.3 0.2 0.03
O -0.8908 -3.3030 -0.0953 0.2 -1.4 -0.3 -0.15
H -0.4007 -3.9824 -0.6386 -0.9 1.0 0.8 0.08
H -1.7611 -3.6836 0.1620 1.0 0.4 -0.3 0.07
F -0.8916 -0.2954 1.5071 2.6 -1.9 -0.7 -0.69
O -1.1127 0.7606 -1.3041 1.4 0.7 0.3 -0.28
N -0.1972 1.6519 -1.1542 -0.8 -1.1 -0.2 -0.23
O 0.8747 1.2236 -0.7072 -0.5 -0.2 0.0 -0.22
C -3.5360 4.0073 3.3096 0.7 0.1 0.9 -0.06
C -2.0494 3.6784 3.5754 -1.3 -0.6 0.0 -0.30
C -1.2720 4.6409 4.1857 0.0 -0.2 0.6 -0.08
C 0.0802 4.4117 4.5019 0.0 1.0 0.0 -0.10
C 0.6360 3.1834 4.1695 0.1 -0.1 -0.2 -0.10
C -0.1783 2.2171 3.5798 1.1 -1.5 -0.9 -0.15
C -1.5085 2.4112 3.3230 -1.7 0.6 0.1 -0.31
Sb -2.5942 0.7908 2.3118 -0.9 0.2 -1.7 1.62
C -2.8051 -0.6172 3.9426 -1.2 -0.8 -1.4 -0.30
C -2.0619 -0.3358 5.0378 1.1 -0.1 2.6 -0.15
C -1.6999 -1.3415 5.9796 -1.1 -0.2 -1.7 -0.08
C -1.9791 -2.6935 5.7063 0.7 1.9 0.8 -0.10
C -2.7296 -2.9538 4.5870 -1.6 0.2 -1.6 -0.08
C -3.3097 -1.9612 3.7647 2.2 1.9 2.1 -0.30
C -4.4375 -2.2457 2.8907 0.0 -1.3 -2.2 -0.08
C -4.7318 1.0968 1.8454 -1.4 1.1 0.8 -0.36
C -5.6583 1.1827 2.8746 -1.2 0.2 0.5 -0.18
C -7.0015 1.4843 2.6635 -0.9 0.9 -1.0 -0.13
C -7.5170 1.6054 1.3502 1.2 -0.2 0.1 -0.10
C -6.6005 1.5698 0.2633 0.1 -0.3 2.5 -0.05
C -5.2163 1.3638 0.5388 -1.0 -0.2 -0.1 -0.32
C -4.2820 1.2895 -0.6074 1.6 1.2 -1.2 -0.12
H -3.6145 5.0974 3.3475 -0.2 -0.1 -0.5 0.07
H -4.1862 3.6713 4.1319 0.3 -0.2 0.0 0.08
H -3.9571 3.5658 2.4065 0.3 0.3 -0.1 0.05
H -1.8738 5.4609 4.5776 0.8 0.5 -0.3 0.10
H 0.6775 5.2680 4.9098 -0.5 -1.1 -0.2 0.10
H 1.6812 2.9089 4.3345 -0.3 0.4 0.0 0.10
H 0.2536 1.2722 3.1474 -0.2 0.8 0.9 0.10
H -1.8015 0.7165 5.2877 0.0 -0.9 -0.3 0.10
H -1.2884 -1.0213 6.8932 0.8 0.1 1.0 0.07
H -1.6622 -3.4299 6.4347 0.0 -0.3 -0.3 0.09
H -2.9996 -3.9439 4.2625 0.0 -0.6 0.4 0.09
H -4.5310 -1.5826 2.0151 0.2 -0.1 0.3 0.07
H -5.4091 -2.2525 3.3569 -0.3 0.2 0.6 0.08
H -4.2898 -3.2766 2.5161 -0.3 0.2 -0.1 0.08
H -5.4211 1.0348 3.9291 0.5 0.1 -0.2 0.09
H -7.6395 1.8930 3.4679 0.3 -1.0 -0.1 0.09
H -8.6040 1.6791 1.2218 0.5 0.4 -0.2 0.09
H -6.9711 1.7508 -0.7239 0.1 -0.1 -0.6 0.08
H -4.6330 1.7145 -1.5890 -0.2 -0.7 1.0 0.09
H -3.9484 0.2551 -0.7364 0.1 0.2 -0.2 0.06
H -3.3493 1.8907 -0.4252 -0.7 -0.7 0.0 0.05